Density functional theory data (ωB97M-V/def2-TZVPD) for the molecule C19H18N6O2S in a non-equilibrium geometry.

```
! wB97M-V def2-TZVPD RIJCOSX def2/J DEFGRID3
* xyz 0 1
C 1.3516 -2.5437 -5.1860
C 1.0580 -1.6354 -4.0092
C 0.3580 -2.1257 -2.8460
C 0.0672 -1.0145 -2.0422
N -0.2129 -1.1608 -0.6204
C -1.2034 -1.8808 -0.0202
C -0.9804 -1.6213 1.3017
C -1.6979 -2.1346 2.4810
C -2.7077 -3.1661 2.3475
C -3.4273 -3.6120 3.4484
C -3.3783 -2.8825 4.6635
N -4.2515 -3.1404 5.6565
C -2.4026 -1.8553 4.7831
C -1.6010 -1.4334 3.6862
N 0.1183 -0.8685 1.4454
N 0.6020 -0.5984 0.3049
N 0.5805 0.0958 -2.7138
C 0.8118 1.4148 -2.3423
C 1.8494 2.1111 -2.9481
C 2.2610 3.3057 -2.3739
C 1.6089 3.7764 -1.1526
S 2.4417 5.2899 -0.3671
C 3.5253 4.6416 0.9402
O 3.2468 6.0361 -1.2737
O 1.3912 6.1190 0.2523
C 0.5428 3.0937 -0.6129
C 0.1322 1.9116 -1.2792
N 1.1199 -0.3402 -3.9887
H 2.4591 -2.4368 -5.3682
H 1.2390 -3.6332 -5.1250
H 0.8443 -2.2217 -6.0841
H 0.1639 -3.1105 -2.6087
H -1.9516 -2.5167 -0.5260
H -2.6223 -3.8218 1.4873
H -4.3218 -4.3068 3.2869
H -4.5006 -2.2983 6.1939
H -5.0134 -3.6972 5.4240
H -2.3346 -1.1928 5.6933
H -0.9643 -0.6112 3.6614
H 2.3214 1.7378 -3.8261
H 3.1033 3.8983 -2.6855
H 3.2131 3.5914 1.2467
H 3.4333 5.3165 1.8788
H 4.5050 4.6345 0.5675
H 0.0151 3.4868 0.2355
H -0.7924 1.3991 -0.9862
*
```

Calculated values
LUMO = -0.0384 eV
Total energy = -43862.08274 eV
Largest force on an atom = 3.65 eV/Å
Frontier orbital gap = 0.2861 hartree
SMILES = Cc1cc(-n2cc(-c3ccc(N)cc3)nn2)n(-c2ccc(S(C)(=O)=O)cc2)n1

=====

Density functional theory data (ωB97M-V/def2-TZVPD) for the molecule C19H18N6O3S in a non-equilibrium geometry.

```
! wB97M-V def2-TZVPD RIJCOSX def2/J DEFGRID3
* xyz 0 1
N 3.6825 -4.2213 4.0893
C 3.3264 -3.4869 2.9693
N 3.4235 -2.1922 2.9901
C 2.9968 -1.5209 1.9457
C 2.2599 -2.0760 0.9326
C 1.5555 -1.2060 -0.0782
C 0.6936 -1.7755 -1.0378
C 0.0838 -0.9210 -1.9744
C 0.3867 0.4866 -1.8957
C -0.2074 1.6120 -2.6654
C 0.6044 2.0786 -3.6312
C 0.2215 3.0905 -4.4203
C -1.0698 3.5014 -4.3434
C -2.0171 2.9810 -3.3601
C -1.5786 1.9900 -2.4461
S -2.6697 1.1972 -1.2926
O -2.9659 -0.1101 -1.8327
O -3.9061 1.8466 -0.8339
N -1.8533 0.9262 0.2728
C -2.0685 -0.4822 0.7802
C -1.3506 -0.6639 2.1499
N -1.4915 0.4084 3.1164
C -1.7364 1.6911 2.7018
O -1.4240 2.5069 3.6511
C -1.9251 2.0189 1.2085
C 1.2503 0.9506 -0.9455
N 1.8523 0.0886 -0.0264
C 2.2899 -3.4786 0.9624
N 2.6743 -4.1913 2.0230
H 3.6519 -3.5535 4.8730
H 3.1131 -5.0872 4.2181
H 2.9549 -0.4866 1.8580
H 0.3279 -2.7364 -0.8170
H -0.6270 -1.3336 -2.6383
H 1.6105 1.6775 -3.9023
H 0.8686 3.4450 -5.2136
H -1.3675 4.2675 -4.9726
H -2.9724 3.3760 -3.3108
H -3.0917 -0.7280 0.8809
H -1.7995 -1.2642 0.0887
H -0.2598 -0.8690 1.9142
H -1.7852 -1.6105 2.5891
H -1.1414 0.3892 4.0478
H -1.0957 2.7183 1.0539
H -2.8065 2.7138 1.1547
H 1.5568 2.0304 -0.9275
H 1.8258 -3.9973 0.0944
*
```

Calculated values
LUMO = -0.2728 eV
Total energy = -45910.44513 eV
Largest force on an atom = 5.43 eV/Å
Frontier orbital gap = 0.3125 hartree
SMILES = Nc1ncc(-c2ccc(-c3ccccc3S(=O)(=O)N3CCNC(=O)C3)cn2)cn1

=====

Density functional theory data (ωB97M-V/def2-TZVPD) for a structure of composition C19H19BrCuN2OP.

```
! wB97M-V def2-TZVPD RIJCOSX def2/J DEFGRID3
* xyz 0 1
Cu 0.3568 -1.1827 -0.3375
Br 5.0805 2.8292 -4.5077
C 4.0508 1.5503 -3.5628
C 4.1457 0.1885 -3.9114
C 3.4183 -0.7485 -3.2404
C 2.5094 -0.4174 -2.1796
O 1.8579 -1.3603 -1.6239
C 2.4334 0.9813 -1.8497
C 1.6626 1.5108 -0.7592
N 0.8000 0.8490 -0.0775
C 0.1966 1.3726 1.0713
C -0.1658 2.6760 1.2661
C -0.7767 3.0858 2.4751
C -1.0270 2.1925 3.4720
C -0.6852 0.8255 3.2956
C -0.9248 -0.1613 4.2824
C -0.5704 -1.4516 4.0436
C 0.0181 -1.7746 2.7986
N 0.2514 -0.8992 1.8553
C -0.0844 0.4096 2.0963
C 3.2284 1.9243 -2.5464
H 4.8091 -0.1097 -4.7136
H 3.4940 -1.7983 -3.4942
H 1.8872 2.5488 -0.4849
H 0.0025 3.3990 0.4773
H -1.0481 4.1259 2.6010
H -1.4914 2.5069 4.3985
H -1.3864 0.1259 5.2203
H -0.7361 -2.2306 4.7752
H 0.2964 -2.8003 2.5808
H 3.1694 2.9677 -2.2569
C -2.7344 -0.0014 -0.9648
P -1.8240 -1.5681 -0.7397
C -2.3594 -2.5283 -2.1925
C -2.7957 -2.3415 0.5988
H -3.7964 -0.1736 -1.1549
H -2.3049 0.5504 -1.8015
H -2.6266 0.6127 -0.0685
H -3.4480 -2.5757 -2.2650
H -1.9579 -3.5402 -2.1365
H -1.9594 -2.0653 -3.0950
H -3.8588 -2.3842 0.3519
H -2.6700 -1.7656 1.5179
H -2.4363 -3.3544 0.7860
*
```

Calculated values
LUMO = -0.3333 eV
Total energy = -149011.52644 eV
Largest force on an atom = 0.43 eV/Å
Frontier orbital gap = 0.2404 hartree

=====

Density functional theory data (ωB97M-V/def2-TZVPD) for a structure of composition C19H19BrCuN2OP.

```
! wB97M-V def2-TZVPD RIJCOSX def2/J DEFGRID3
* xyz 0 1
Cu 0.0919 0.8911 -0.4492
Br -6.5346 -1.0405 -3.2994
C -4.9247 -0.2362 -2.6964
C -4.6087 1.0734 -3.0994
C -3.4641 1.6710 -2.6591
C -2.5264 1.0109 -1.7991
O -1.4874 1.6452 -1.4190
C -2.8718 -0.3280 -1.4188
C -2.1055 -1.1157 -0.5011
N -0.9249 -0.8466 -0.0651
C -0.3655 -1.6396 0.9477
C -0.3780 -3.0076 0.9675
C 0.2158 -3.7182 2.0367
C 0.8181 -3.0595 3.0665
C 0.8631 -1.6415 3.0683
C 1.4757 -0.8882 4.0971
C 1.4772 0.4726 4.0259
C 0.8697 1.0924 2.9112
N 0.2956 0.4353 1.9380
C 0.2798 -0.9267 2.0072
C -4.0806 -0.9095 -1.8658
H -5.2848 1.6081 -3.7543
H -3.2200 2.6836 -2.9532
H -2.6121 -2.0057 -0.1112
H -0.8314 -3.5471 0.1456
H 0.1910 -4.8000 2.0274
H 1.2715 -3.6038 3.8854
H 1.9352 -1.4037 4.9323
H 1.9332 1.0769 4.7978
H 0.8629 2.1748 2.8297
H -4.3310 -1.9117 -1.5379
C 3.0087 0.1037 -1.8876
P 2.1120 1.4207 -0.9935
C 2.3315 2.8420 -2.1145
C 3.2977 1.8243 0.3365
H 4.0181 0.4168 -2.1630
H 2.4550 -0.1535 -2.7908
H 3.0652 -0.7869 -1.2616
H 3.3814 2.9820 -2.3791
H 1.9546 3.7462 -1.6369
H 1.7462 2.6778 -3.0192
H 4.2915 2.0270 -0.0675
H 3.3576 0.9920 1.0389
H 2.9511 2.7022 0.8829
*
```

Calculated values
LUMO = -0.1919 eV
Total energy = -149011.59455 eV
Largest force on an atom = 0.24 eV/Å
Frontier orbital gap = 0.2500 hartree

=====

Density functional theory data (ωB97M-V/def2-TZVPD) for a structure of composition C19H19Cl5N3SYb.

```
! wB97M-V def2-TZVPD RIJCOSX def2/J DEFGRID3
* xyz 2 2
Yb 0.1606 -0.0353 0.9220
C 2.8252 0.5304 2.8341
C 1.8451 -0.3035 3.6435
N 1.0379 -1.2344 2.8082
C 1.6584 -2.5347 2.4581
C 2.7701 -2.4469 1.4224
S 2.3264 -1.4674 -0.0610
C 3.5434 -0.0990 -0.0471
C 3.0653 1.2603 0.4700
N 2.1742 1.1802 1.6600
H 3.6449 -0.0829 2.4712
H 3.2803 1.2788 3.4854
H 1.1342 0.3515 4.1517
H 2.3839 -0.8479 4.4243
H 0.2034 -1.4561 3.3517
H 0.8545 -3.1675 2.0733
H 2.0490 -3.0304 3.3524
H 3.0085 -3.4531 1.0795
H 3.6907 -2.0324 1.8266
H 3.8749 0.0216 -1.0778
H 4.4091 -0.4725 0.4981
H 2.5098 1.7816 -0.3107
H 3.9495 1.8663 0.6900
H 1.9549 2.1412 1.9171
Cl -1.9725 -2.1258 -1.0601
C -2.8141 -1.2726 0.2141
C -2.0340 -0.5655 1.1058
C -2.6840 0.1697 2.0607
Cl -1.5894 1.1603 3.0795
C -4.0606 0.2196 2.2230
Cl -4.7909 1.1571 3.4473
C -4.8188 -0.5375 1.3175
Cl -6.5195 -0.5377 1.4555
C -4.2030 -1.2824 0.2933
Cl -5.1488 -2.1617 -0.8235
N 0.0740 1.0565 -1.1142
C -0.3816 1.1605 -2.1729
C -0.9376 1.2921 -3.4674
C -2.2869 1.6518 -3.5756
C -2.8360 1.7720 -4.8381
C -2.0487 1.5403 -5.9602
C -0.7094 1.1844 -5.8416
C -0.1380 1.0555 -4.5906
H -2.8830 1.8330 -2.6920
H -3.8743 2.0498 -4.9501
H -2.4851 1.6402 -6.9446
H -0.1144 1.0106 -6.7266
H 0.9022 0.7822 -4.4822
*
```

Calculated values
<S²> = 0.75
LUMO (alpha / beta) = -5.9958 / -6.6749 eV
Total energy = -129446.20461 eV
Largest force on an atom = 0.35 eV/Å
Frontier orbital gap (alpha / beta) = 0.2982 / 0.2733 hartree

=====

Density functional theory data (ωB97M-V/def2-TZVPD) for a structure of composition C19H19F3IO2S in a non-equilibrium geometry.

```
! wB97M-V def2-TZVPD RIJCOSX def2/J DEFGRID3
* xyz -1 1
C -4.0568 -2.5643 4.7058
C -3.3112 -1.3594 3.9158
C -3.0319 -0.2041 4.8832
C -2.0570 -1.6878 3.0588
C -0.9467 -0.8524 2.9459
I 0.0352 0.3940 4.3812
C -0.4459 -0.4968 1.5543
C -0.9776 -1.4476 0.4884
C -1.4775 -2.7572 1.0209
C -1.8873 -2.9409 2.3223
O -4.5105 -1.2712 3.3679
S -1.7576 -0.3679 -0.7100
C -2.8048 1.2010 0.1547
F -2.8091 1.3966 1.5123
F -2.0380 2.2157 -0.3617
F -4.0882 1.4200 -0.1827
H -3.3989 -2.6242 5.5885
H -5.0563 -2.3001 5.0639
H -4.0336 -3.4795 4.1184
H -2.6426 -0.7153 5.7618
H -2.2657 0.4482 4.4197
H -3.9626 0.3497 5.0613
H -0.9178 0.4883 1.4399
H -0.1143 -1.7257 -0.2206
H -1.8239 -3.5106 0.2816
H -2.1277 -3.9262 2.7472
C 2.0915 2.0149 1.8199
C 1.9895 0.5323 2.0599
C 0.9922 -0.3023 1.1644
C 1.6907 -1.6557 1.0946
C 1.7978 -2.5173 2.1818
C 2.5624 -3.6813 2.0443
C 3.1324 -4.0138 0.8135
C 2.9339 -3.1881 -0.2921
C 2.2501 -1.9915 -0.1456
O 2.7099 -0.0120 2.8913
H 1.1860 2.4352 1.3832
H 2.3513 2.4789 2.7688
H 2.9425 2.1746 1.1350
H 1.0265 0.1631 0.1768
H 1.3389 -2.2626 3.1386
H 2.6948 -4.3275 2.9105
H 3.7037 -4.9375 0.7112
H 3.2978 -3.4591 -1.2778
H 2.1054 -1.2793 -0.9753
*
```

Calculated values
LUMO = 2.4416 eV
Total energy = -51187.89676 eV
Largest force on an atom = 7.86 eV/Å
Frontier orbital gap = 0.1556 hartree

=====

ΔE to the lowest compared entry with this formula, charge and spin across the listed records, respectively: 578.1; 510.0; 6.6; 0.0; 0.0; 567.2 kJ/mol.